A 6-piece molecular cluster, C35H72NO11PS5 overall in a non-equilibrium geometry, computed with wB97M-V/def2-TZVPD.

Properties
- lowest unoccupied orbital energy (eV) = 0.48
- HOMO-LUMO gap (eV) = 8.65
- structure (SMILES) = [H]/N=C(/C)CPCCCCCCCCCCCOC.O=S1(=O)CCCC1.O=S1(=O)CCCC1.O=S1(=O)CCCC1.O=S1(=O)CCCC1.O=S1(=O)CCCC1
- spin multiplicity = 1

Last columns: bonded neighbours and bond lengths (Å).
Atoms and positions in Å:
1 C 2.46 1.12 4.01  O2 1.403, H19 1.091, H20 1.085, H21 1.092
2 O 1.44 0.36 4.61  C1 1.403, C3 1.427
3 C 0.64 1.10 5.53  O2 1.427, C4 1.545, H22 1.088, H23 1.088
4 C -0.87 0.99 5.22  C3 1.545, C5 1.528, H24 1.080, H25 1.087
5 C -1.06 0.68 3.74  C4 1.528, C6 1.549, H26 1.080, H27 1.086
6 C -2.50 0.93 3.23  C5 1.549, C7 1.527, H28 1.088, H29 1.083
7 C -2.42 1.65 1.88  C6 1.527, C8 1.519, H30 1.086, H31 1.088
8 C -3.62 1.45 0.97  C7 1.519, C9 1.543, H32 1.088, H33 1.085
9 C -3.37 2.16 -0.38  C8 1.543, C10 1.546, H34 1.082, H35 1.084
10 C -2.62 1.22 -1.35  C9 1.546, C11 1.533, H36 1.084, H37 1.081
11 C -1.49 1.95 -2.09  C10 1.533, C12 1.544, H38 1.083, H39 1.084
12 C -0.38 1.02 -2.62  C11 1.544, C13 1.519, H40 1.082, H41 1.086
13 C -0.90 -0.34 -3.06  C12 1.519, P14 1.848, H42 1.083, H43 1.083
14 P 0.27 -1.19 -4.21  C13 1.848, C15 1.874, H44 1.414
15 C 1.90 -1.31 -3.29  P14 1.874, C16 1.506, H45 1.081, H46 1.081
16 C 2.36 -2.74 -3.23  C15 1.506, C17 1.489, N18 1.263
17 C 2.35 -3.58 -4.46  C16 1.489, H47 1.083, H48 1.087, H49 1.079
18 N 2.76 -3.29 -2.16  C16 1.263, H50 1.020
19 H 2.10 2.06 3.60  C1 1.091
20 H 2.86 0.53 3.19  C1 1.085
21 H 3.28 1.31 4.71  C1 1.092
22 H 0.82 0.67 6.51  C3 1.088
23 H 0.96 2.14 5.51  C3 1.088
24 H -1.29 0.17 5.79  C4 1.080
25 H -1.33 1.94 5.47  C4 1.087
26 H -0.75 -0.32 3.47  C5 1.080
27 H -0.43 1.38 3.20  C5 1.086
28 H -3.08 1.52 3.94  C6 1.088
29 H -2.99 -0.03 3.12  C6 1.083
30 H -2.22 2.70 2.03  C7 1.086
31 H -1.56 1.24 1.36  C7 1.088
32 H -4.54 1.79 1.43  C8 1.088
33 H -3.74 0.38 0.80  C8 1.085
34 H -4.28 2.56 -0.80  C9 1.082
35 H -2.70 2.98 -0.15  C9 1.084
36 H -3.32 0.87 -2.10  C10 1.084
37 H -2.22 0.41 -0.76  C10 1.081
38 H -1.04 2.70 -1.45  C11 1.083
39 H -1.96 2.46 -2.92  C11 1.084
40 H 0.38 0.91 -1.85  C12 1.082
41 H 0.09 1.53 -3.46  C12 1.086
42 H -1.06 -0.97 -2.19  C13 1.083
43 H -1.85 -0.25 -3.58  C13 1.083
44 H -0.23 -2.50 -4.32  P14 1.414
45 H 2.64 -0.74 -3.84  C15 1.081
46 H 1.77 -0.95 -2.28  C15 1.081
47 H 1.37 -4.01 -4.62  C17 1.083
48 H 2.61 -3.04 -5.36  C17 1.087
49 H 3.08 -4.37 -4.30  C17 1.079
50 H 2.71 -2.62 -1.39  N18 1.020
51 C -6.19 -2.10 6.31  C52 1.535, C57 1.526, H58 1.089, H59 1.092
52 C -5.48 -3.31 6.94  C51 1.535, C53 1.534, H60 1.092, H61 1.089
53 C -4.31 -3.69 6.02  C52 1.534, S54 1.797, H62 1.087, H63 1.088
54 S -3.82 -2.17 5.18  C53 1.797, O55 1.440, O56 1.440, C57 1.788
55 O -4.09 -2.31 3.78  S54 1.440
56 O -2.53 -1.77 5.66  S54 1.440
57 C -5.08 -1.13 5.91  C51 1.526, S54 1.788, H64 1.088, H65 1.090
58 H -6.89 -1.64 7.00  C51 1.089
59 H -6.74 -2.42 5.43  C51 1.092
60 H -5.09 -3.03 7.92  C52 1.092
61 H -6.16 -4.15 7.08  C52 1.089
62 H -3.46 -4.08 6.57  C53 1.087
63 H -4.62 -4.40 5.25  C53 1.088
64 H -5.39 -0.39 5.18  C57 1.088
65 H -4.64 -0.64 6.78  C57 1.090
66 C 6.31 1.12 -6.24  C67 1.535, C72 1.525, H73 1.089, H74 1.092
67 C 6.87 1.94 -5.06  C66 1.535, C68 1.534, H75 1.092, H76 1.089
68 C 5.80 2.98 -4.69  C67 1.534, S69 1.797, H77 1.087, H78 1.088
69 S 4.22 2.27 -5.15  C68 1.797, O70 1.440, O71 1.443, C72 1.790
70 O 3.65 3.06 -6.21  S69 1.440
71 O 3.47 1.94 -3.96  S69 1.443
72 C 4.88 0.76 -5.86  C66 1.525, S69 1.790, H79 1.088, H80 1.090
73 H 6.91 0.23 -6.43  C66 1.089
74 H 6.31 1.73 -7.15  C66 1.092
75 H 7.05 1.28 -4.22  C67 1.092
76 H 7.81 2.42 -5.31  C67 1.089
77 H 5.79 3.19 -3.62  C68 1.087
78 H 5.92 3.90 -5.25  C68 1.088
79 H 4.27 0.46 -6.70  C72 1.088
80 H 4.86 -0.01 -5.08  C72 1.090
81 C 4.37 -7.25 -2.70  C82 1.535, C87 1.526, H88 1.089, H89 1.092
82 C 5.63 -7.99 -2.23  C81 1.535, C83 1.535, H90 1.092, H91 1.089
83 C 5.70 -9.31 -3.01  C82 1.535, S84 1.798, H92 1.087, H93 1.088
84 S 4.86 -9.02 -4.57  C83 1.798, O85 1.441, O86 1.441, C87 1.789
85 O 3.67 -9.84 -4.61  S84 1.441
86 O 5.82 -9.04 -5.64  S84 1.441
87 C 4.37 -7.34 -4.22  C81 1.526, S84 1.789, H94 1.088, H95 1.090
88 H 4.35 -6.21 -2.36  C81 1.089
89 H 3.48 -7.74 -2.30  C81 1.092
90 H 6.51 -7.38 -2.46  C82 1.092
91 H 5.62 -8.16 -1.16  C82 1.089
92 H 6.72 -9.62 -3.21  C83 1.087
93 H 5.17 -10.11 -2.49  C83 1.088
94 H 3.40 -7.14 -4.67  C87 1.088
95 H 5.13 -6.68 -4.65  C87 1.090
96 C -2.66 2.81 -7.44  C97 1.535, C102 1.525, H103 1.089, H104 1.092
97 C -3.22 4.24 -7.47  C96 1.535, C98 1.535, H105 1.092, H106 1.089
98 C -4.45 4.27 -6.55  C97 1.535, S99 1.797, H107 1.087, H108 1.088
99 S -4.18 3.00 -5.31  C98 1.797, O100 1.441, O101 1.441, C102 1.790
100 O -5.17 1.97 -5.48  S99 1.441
101 O -3.95 3.63 -4.03  S99 1.441
102 C -2.62 2.41 -5.97  C96 1.525, S99 1.790, H109 1.088, H110 1.090
103 H -1.67 2.76 -7.89  C96 1.089
104 H -3.32 2.14 -7.99  C96 1.092
105 H -2.47 4.94 -7.09  C97 1.092
106 H -3.48 4.55 -8.48  C97 1.089
107 H -4.57 5.23 -6.05  C98 1.087
108 H -5.36 4.02 -7.09  C98 1.088
109 H -2.54 1.34 -5.81  C102 1.088
110 H -1.82 2.93 -5.43  C102 1.090
111 C 0.08 5.33 9.00  C112 1.535, C117 1.526, H118 1.089, H119 1.092
112 C 0.08 3.80 9.11  C111 1.535, C113 1.534, H120 1.092, H121 1.089
113 C -1.35 3.32 8.83  C112 1.534, S114 1.797, H122 1.088, H123 1.088
114 S -2.09 4.55 7.76  C113 1.797, O115 1.440, O116 1.441, C117 1.789
115 O -3.16 5.20 8.47  S114 1.440
116 O -2.28 3.99 6.44  S114 1.441
117 C -0.68 5.66 7.73  C111 1.526, S114 1.789, H124 1.087, H125 1.090
118 H 1.09 5.73 8.98  C111 1.089
119 H -0.43 5.76 9.87  C111 1.092
120 H 0.76 3.38 8.36  C112 1.092
121 H 0.43 3.46 10.08  C112 1.089
122 H -1.37 2.36 8.33  C113 1.088
123 H -1.94 3.28 9.74  C113 1.088
124 H -1.03 6.69 7.68  C117 1.087
125 H -0.10 5.42 6.84  C117 1.090